(1)
# C4H22N3O5

A 6-piece molecular cluster, C4H22N3O5 overall at a distorted geometry (ωB97M-V/def2-TZVPD, the Open Molecules 2025 dataset).

## Properties
M   192.24 g/mol
Strongest force on any atom   3.041 eV/Å
Relative energy (zero: lowest compared OMol25 entry of this formula, charge and spin)   1.895 eV
LUMO   -2.908 eV
Net charge   +1

Each line ends with the Löwdin charge.
Geometry (Å):
1 C -0.25350 0.55799 -1.64074  -0.14
2 C -1.27165 1.59714 -1.38266  -0.19
3 C -0.92510 2.50613 -0.15689  -0.19
4 N 0.22968 1.52474 3.26576  0.10
5 C -0.50863 2.05527 2.40177  -0.28
6 N -0.35621 1.78435 0.99772  -0.06
7 N -0.09752 -0.50155 -0.47002  0.17
8 H 0.77629 1.04439 -1.69503  0.14
9 H -0.30453 0.08393 -2.64169  0.11
10 H -1.49824 2.26301 -2.21935  0.12
11 H -2.27403 1.03886 -1.24731  0.13
12 H -0.33337 3.36340 -0.47286  0.12
13 H -1.88600 2.88397 0.26203  0.12
14 H 1.06650 1.01709 3.02911  0.03
15 H -1.33908 2.73796 2.56875  0.12
16 H 0.68703 1.76840 0.83939  0.12
17 H -0.52221 -1.37913 -0.79947  0.13
18 H 0.89251 -0.60513 -0.29276  0.08
19 H -0.56273 -0.40259 0.41662  0.09
20 H 2.11444 -3.12894 0.60310  0.08
21 H 2.47906 -2.58750 -0.73429  0.07
22 O 1.89836 -2.39089 0.01541  -0.04
23 H -0.39383 -2.44763 2.60414  0.04
24 H -1.71360 -3.25954 2.36972  0.06
25 O -1.24739 -2.44467 2.16521  -0.05
26 H 3.75542 0.76643 0.78721  0.06
27 H 2.90196 -0.55941 0.85450  0.01
28 O 2.86546 0.40286 0.79861  -0.05
29 H -3.40791 -1.26665 -0.25449  0.08
30 H -2.28778 -0.77438 0.69352  0.04
31 O -2.46107 -1.30835 -0.08758  -0.05
32 H 2.02238 -1.80967 -3.40461  0.05
33 H 0.65369 -1.33563 -3.93609  0.06
34 O 1.30160 -1.19423 -3.23674  -0.05

(2)
# C4H22N8O7

A 7-piece molecular cluster, C4H22N8O7 overall at a distorted geometry (ωB97M-V/def2-TZVPD, the Open Molecules 2025 dataset).

## Properties
Structure (SMILES)   NC(N)=O.NC(N)=O.NC(N)=O.NC(N)=O.O.O.O
M   294.27 g/mol
Strongest force on any atom   8.283 eV/Å
Relative energy (zero: lowest compared OMol25 entry of this formula, charge and spin)   4.522 eV
LUMO   0.226 eV
Net charge   0

Each line ends with the Löwdin charge.
Geometry (Å):
1 N -1.32383 -4.10449 -0.78095  0.15
2 C -1.19080 -2.78558 -0.73478  -0.74
3 N -0.48579 -2.47340 -1.73108  0.15
4 O -1.57733 -1.91795 0.11510  -0.03
5 H -1.79409 -4.69063 -0.10612  0.12
6 H -0.90583 -4.63892 -1.52912  0.10
7 H -0.39382 -3.21127 -2.41460  0.11
8 H -0.49926 -1.49766 -1.99157  0.13
9 N 5.65529 -2.05707 -2.72452  0.15
10 C 6.60467 -1.94701 -1.93224  -0.79
11 N 7.76424 -1.75281 -2.51647  0.17
12 O 6.32475 -2.19295 -0.72718  -0.02
13 H 4.80573 -2.42983 -2.32525  0.14
14 H 5.80244 -1.92972 -3.71560  0.12
15 H 8.53279 -1.77900 -1.86168  0.12
16 H 7.72593 -1.86995 -3.51891  0.11
17 N 2.51377 4.60496 -0.58524  0.15
18 C 1.31978 5.06104 -0.91985  -0.88
19 N 0.43181 4.41104 -0.31737  0.18
20 O 1.16494 5.95901 -1.64381  0.09
21 H 2.65220 3.85315 0.07485  0.10
22 H 3.30631 5.13205 -0.92312  0.11
23 H 0.67961 3.62335 0.26420  0.12
24 H -0.52507 4.63369 -0.55169  0.13
25 N -6.01439 2.30507 6.53143  0.15
26 C -5.19165 2.32876 5.49952  -0.73
27 N -5.38396 1.23718 4.77772  0.14
28 O -4.36225 3.21702 5.21202  0.00
29 H -6.54014 1.46610 6.73093  0.11
30 H -5.91270 3.10806 7.13557  0.12
31 H -5.85380 0.36988 4.99484  0.11
32 H -4.84796 1.24983 3.92177  0.11
33 O 0.76691 1.73578 3.75932  -0.06
34 H -0.06188 2.19266 3.90277  0.03
35 H 0.53127 0.96997 3.23564  0.03
36 O -5.77516 1.79335 -2.54919  -0.05
37 H -5.75146 2.58107 -2.00589  0.03
38 H -5.01179 1.87324 -3.12114  0.03
39 O 0.83453 -7.18649 -4.73614  -0.06
40 H 1.64898 -7.68926 -4.72461  0.03
41 H 0.33702 -7.55229 -5.46752  0.03